A 2-piece molecular cluster, C15H27B3Cl2O7 overall, computed with ωB97M-V/def2-TZVPD.

HOMO = -9.30 eV
E = -57406.49716 eV

Geometry as XYZ:
```
54
Properties=species:S:1:pos:R:3:forces:R:3
C 1.7293 -2.2737 -1.1420 -0.1 0.0 -0.2
O 0.3487 -2.1468 -0.8831 0.0 0.1 0.3
C -0.2503 -0.9253 -1.2904 0.3 0.0 -0.1
C -1.4931 -0.6694 -0.4651 -0.1 0.1 -0.1
C -1.2209 -0.1515 0.9572 0.2 -0.2 0.2
C -1.7189 1.2777 1.2554 -0.1 0.1 0.0
C -0.6435 2.2893 1.7087 0.1 0.0 0.1
C -0.7298 3.6831 1.0606 -0.1 0.0 0.0
C 0.2429 3.8707 -0.1044 -0.1 -0.1 0.0
C 0.0137 2.8950 -1.2865 0.0 0.2 0.0
B 1.3058 2.1772 -1.7727 0.1 -0.4 -0.1
O 1.5895 1.9775 -3.1175 0.0 0.3 -0.1
B 2.7833 1.4450 -3.5406 -0.2 -0.2 0.2
O 3.6958 1.0153 -2.5980 0.3 0.4 -0.1
B 3.5085 1.3813 -1.2825 -0.2 -0.3 -0.1
C 4.7308 1.4940 -0.3098 -0.3 0.2 -0.5
Cl 5.7369 2.8536 -0.6645 0.1 0.1 -0.1
C 4.9792 0.6512 0.6691 0.0 -0.5 0.5
C 4.1129 -0.5365 0.9654 0.0 0.0 0.0
Cl 6.3607 0.8174 1.6909 0.2 0.0 0.1
O 2.2423 1.6977 -0.8586 0.1 0.5 0.1
H 1.9021 -2.9984 -1.9458 0.0 0.1 0.0
H 2.1719 -1.3162 -1.4433 0.0 -0.1 0.0
H 2.2372 -2.6221 -0.2379 -0.1 0.0 -0.1
H -0.4891 -0.9663 -2.3632 0.0 0.0 0.0
H 0.4778 -0.1116 -1.1434 -0.1 -0.1 0.0
H -2.0959 0.0638 -1.0148 -0.1 -0.1 0.1
H -2.0603 -1.6016 -0.4243 0.0 0.1 -0.1
H -1.6889 -0.8350 1.6669 0.1 0.0 0.0
H -0.1411 -0.2088 1.1499 -0.1 0.0 0.0
H -2.4826 1.2246 2.0359 0.0 0.0 -0.1
H -2.2420 1.6694 0.3754 0.1 0.0 0.1
H -0.7154 2.4088 2.7932 0.1 -0.1 0.0
H 0.3557 1.8761 1.5190 -0.1 0.0 0.0
H -1.7589 3.8662 0.7271 0.1 0.0 0.0
H -0.5082 4.4547 1.8045 0.0 -0.1 0.0
H 0.1756 4.8996 -0.4697 0.0 -0.1 0.0
H 1.2565 3.7467 0.2917 -0.1 0.0 0.0
H -0.7106 2.1253 -0.9897 0.1 0.0 -0.1
H -0.4349 3.4131 -2.1390 -0.1 -0.1 0.1
H 3.0315 1.3563 -4.6966 0.0 -0.1 0.0
H 4.0233 -0.6880 2.0413 0.0 0.0 0.0
H 3.1108 -0.3902 0.5544 0.1 0.0 0.0
H 4.5450 -1.4439 0.5346 0.0 0.0 0.0
C -5.2921 -4.6939 1.3934 0.0 0.0 -0.1
C -3.8517 -4.7254 0.9065 0.0 0.0 0.1
O -3.5833 -3.3382 0.6856 0.1 0.0 0.0
C -4.4291 -2.6017 1.4435 0.0 0.0 0.0
O -4.3431 -1.4283 1.6059 0.0 -0.1 0.0
O -5.3799 -3.3951 1.9879 -0.1 0.0 0.0
H -5.5274 -5.4457 2.1409 0.0 0.0 0.0
H -6.0080 -4.7501 0.5721 0.0 0.0 0.0
H -3.1639 -5.0965 1.6676 0.0 0.0 0.0
H -3.7048 -5.2704 -0.0212 0.0 0.0 0.0
```
Forces are in eV/Å.


One molecule with the formula C27H32N6O3 in a non-equilibrium geometry, computed with ωB97M-V/def2-TZVPD.

HOMO = -7.31 eV
energy above the lowest of the compared OMol25 structures with the same formula, charge and spin = 0.0 kJ/mol
E = -43603.31228 eV

Geometry as XYZ:
```
68
Properties=species:S:1:pos:R:3:forces:R:3
C 0.1413 3.0722 8.2253 -0.1 -0.1 0.1
H -0.9472 3.1455 8.1268 0.0 0.0 0.0
O 0.8010 3.9273 7.3275 0.1 0.2 -0.3
C 0.5988 3.7372 5.9869 0.0 0.0 0.0
C 1.2609 4.6208 5.1345 0.0 -0.1 0.2
C 1.1251 4.5204 3.7701 0.0 -0.1 0.1
C 0.3333 3.5225 3.1858 -0.1 0.0 0.4
C -0.3263 2.6495 4.0493 0.1 0.1 -0.4
C -0.2029 2.7555 5.4256 0.1 0.1 0.5
H -0.7386 2.0516 6.0436 0.0 0.0 0.1
H -0.9528 1.8600 3.6650 0.0 -0.1 -0.1
N 0.1737 3.4975 1.8018 -0.2 0.2 -0.4
C 1.3453 3.5937 0.9537 0.3 -0.3 -0.1
C 1.9150 2.1932 0.6695 0.1 0.3 0.1
N 0.9522 1.2848 0.0677 0.1 0.0 0.0
C -0.2633 1.2385 0.8725 -0.2 0.1 0.1
C -0.8172 2.6363 1.1895 0.0 -0.3 0.0
H -1.1321 3.1201 0.2575 -0.1 0.0 0.1
H -1.6940 2.5668 1.8318 0.0 0.0 -0.1
H -0.0100 0.7262 1.8058 -0.1 0.0 0.0
H -1.0081 0.6546 0.3307 0.0 -0.1 0.1
C 0.6867 1.5457 -1.3437 0.0 0.0 0.1
C 0.0944 0.3445 -1.9990 0.1 -0.1 -0.2
N -1.2078 0.1064 -2.0297 -0.5 0.1 0.0
C -1.3443 -1.0370 -2.7316 1.4 -0.1 -0.2
C -0.1048 -1.4942 -3.1561 -0.9 0.2 0.1
N 0.8078 -0.5953 -2.6585 -0.6 0.1 -0.2
C 2.2388 -0.7432 -2.7469 0.8 0.1 0.2
C 2.8622 -1.1237 -1.3996 0.0 -0.2 -0.2
H 2.4720 -0.4581 -0.6283 0.1 0.0 0.0
H 3.9400 -0.9658 -1.4739 0.0 0.1 0.0
C 2.6160 -2.5858 -1.0116 0.1 0.2 0.1
C 1.1688 -2.9340 -0.7869 0.0 -0.2 0.1
C 0.6087 -4.0401 -1.4146 0.1 -0.1 0.2
C -0.7250 -4.3608 -1.2279 -0.1 -0.1 0.0
C -1.5199 -3.5761 -0.4111 -0.1 -0.1 0.0
C -0.9647 -2.4864 0.2381 0.0 0.1 0.1
C 0.3712 -2.1749 0.0607 0.0 -0.1 0.0
H 0.7935 -1.3265 0.5764 0.1 0.2 0.0
H -1.5738 -1.8777 0.8911 -0.1 0.1 0.1
H -2.5638 -3.8191 -0.2774 -0.1 0.0 0.0
H -1.1475 -5.2211 -1.7260 0.0 -0.1 -0.1
H 1.2205 -4.6510 -2.0626 0.1 0.0 -0.1
H 3.1717 -2.7884 -0.0907 0.0 -0.1 -0.1
H 3.0191 -3.2338 -1.7925 0.0 0.0 0.0
H 2.4332 -1.5207 -3.4892 0.0 0.2 0.0
H 2.6710 0.1990 -3.0999 -0.1 -0.1 0.0
C 0.0349 -2.6581 -3.9759 -0.2 0.3 0.0
O 1.0441 -3.1329 -4.4574 0.3 -0.2 -0.1
N -1.2150 -3.2270 -4.2054 0.1 -0.3 -0.3
C -2.4669 -2.8463 -3.7526 0.0 0.2 0.1
O -3.4535 -3.4951 -4.0164 -0.3 -0.3 -0.1
N -2.5071 -1.6873 -3.0133 -0.1 0.0 -0.1
C -3.7607 -1.1965 -2.4878 -0.2 0.0 0.0
H -3.7416 -1.2297 -1.3983 0.0 0.0 0.0
H -3.9116 -0.1662 -2.8077 0.0 0.0 0.0
H -4.5542 -1.8353 -2.8699 0.1 0.1 0.1
H -1.2174 -4.0719 -4.7662 0.0 0.2 0.1
H -0.0117 2.3803 -1.5007 0.1 -0.1 -0.1
H 1.6348 1.7896 -1.8288 0.0 0.1 0.0
H 2.2235 1.7467 1.6215 0.1 0.1 0.0
H 2.7925 2.2640 0.0224 0.0 0.0 0.0
H 1.0531 4.0776 0.0147 0.1 0.0 0.0
H 2.1120 4.2016 1.4299 0.0 0.0 -0.1
H 1.6257 5.2445 3.1459 0.0 0.1 -0.1
H 1.8730 5.3938 5.5717 0.1 0.1 0.0
H 0.4343 3.4043 9.2202 -0.1 -0.1 0.0
H 0.4474 2.0291 8.0891 0.0 0.0 0.0
```
Forces are in eV/Å.


Q: What is the E in the first record?
A: -57406.49716 eV